Record 1
{
  "formula": "ClH8O4",
  "method": "ωB97M-V with the def2-TZVPD basis set",
  "species": ["Cl", "O", "O", "O", "O", "H", "H", "H", "H", "H", "H", "H", "H"],
  "positions_angstrom": [[0.000, 0.008, -0.445], [1.063, 1.642, -2.950], [0.777, 1.542, 2.680], [1.331, -1.767, 1.965], [-2.704, -1.444, -1.481], [0.449, 2.324, -3.225], [1.911, -2.385, 1.518], [-3.433, -0.938, -1.122], [0.984, -1.214, 1.264], [-1.921, -1.004, -1.151], [0.660, 1.031, 1.879], [0.294, 1.056, 3.348], [0.589, 1.149, -2.281]],
  "nbo_charge": [-0.928, -0.973, -0.962, -0.977, -0.976, 0.447, 0.456, 0.450, 0.500, 0.505, 0.498, 0.457, 0.503],
  "total_energy_ev": -20845.6837,
  "homo_energy_ev": -5.5,
  "relative_energy_kcal_mol": 5.1,
  "total_charge": -1,
  "homo_lumo_gap_ev": 9.5
}

---

Record 2
{
  "formula": "CH7BNO",
  "method": "ωB97M-V with the def2-TZVPD basis set",
  "species": ["O", "N", "C", "B", "H", "H", "H", "H", "H", "H", "H"],
  "positions_angstrom": [[-0.935, -0.491, 1.497], [0.919, 1.080, -0.208], [0.281, -0.075, -0.942], [-1.145, -0.989, 0.287], [-0.208, 0.012, -1.908], [1.127, -0.765, -0.935], [-1.886, -1.885, -0.038], [0.758, 2.064, -0.476], [-1.525, -0.759, 2.159], [0.666, 0.907, 0.808], [1.948, 0.902, -0.246]],
  "nbo_charge": [-0.938, -0.756, -0.106, 0.314, 0.270, 0.211, 0.049, 0.468, 0.544, 0.492, 0.453],
  "total_energy_ev": -5351.5697,
  "multiplicity": 3,
  "homo_energy_ev": [-9.2, -17.0],
  "total_charge": 1,
  "homo_lumo_gap_ev": [5.0, 8.4]
}

---

Record 3
{
  "formula": "C24H33BHfNO5",
  "method": "ωB97M-V with the def2-TZVPD basis set",
  "species": ["Hf", "O", "O", "O", "O", "O", "N", "C", "C", "C", "C", "C", "C", "C", "C", "C", "C", "C", "C", "C", "C", "C", "C", "C", "C", "C", "C", "C", "C", "C", "C", "B", "H", "H", "H", "H", "H", "H", "H", "H", "H", "H", "H", "H", "H", "H", "H", "H", "H", "H", "H", "H", "H", "H", "H", "H", "H", "H", "H", "H", "H", "H", "H", "H", "H"],
  "positions_angstrom": [[-0.405, -0.157, 2.862], [2.733, -0.108, -3.293], [1.858, -0.547, -5.331], [-0.506, -2.119, -4.651], [-0.800, -0.111, 1.017], [-0.954, -0.169, -5.647], [-0.287, 1.462, 4.311], [-1.113, 3.150, -0.175], [1.448, -1.501, 3.532], [1.763, -0.247, -4.028], [-1.037, -0.082, -1.563], [-1.079, -2.646, -5.852], [1.248, 2.413, -0.913], [2.313, 0.592, 3.012], [-1.383, -0.635, -0.172], [-0.130, 1.496, 5.478], [-0.116, 1.349, -3.398], [0.116, -0.821, -2.218], [-3.046, -0.416, 3.130], [-0.842, 1.460, -2.017], [-1.533, -2.094, 3.664], [3.193, -0.670, -5.803], [0.313, -0.112, -3.570], [-0.217, 2.399, -1.098], [-1.575, -1.168, 4.758], [2.011, -0.063, 1.786], [1.496, -1.374, 2.088], [-2.443, -1.622, 2.660], [-0.451, -0.780, -4.719], [1.950, -0.273, 4.079], [-2.531, -0.146, 4.430], [0.085, 1.322, 6.973], [-1.853, 1.857, -2.220], [-2.007, 2.553, 0.070], [0.760, 2.004, -3.491], [1.747, 3.287, -1.379], [2.779, 1.574, 3.109], [-2.125, -2.338, -5.945], [2.111, -0.077, 5.141], [1.498, 2.453, 0.163], [1.749, 1.524, -1.339], [3.099, -0.799, -6.879], [3.662, -1.543, -5.342], [-2.903, 0.617, 5.116], [-0.525, -2.256, -6.710], [1.380, -2.182, 1.369], [-3.841, 0.143, 2.630], [-1.067, -3.076, 3.673], [2.249, 0.315, 0.788], [-1.090, -1.703, -0.184], [-0.808, 1.597, -4.210], [-0.988, -3.723, -5.772], [1.098, 1.908, 7.302], [0.217, 0.122, 7.198], [-1.928, -0.355, -2.156], [-0.615, 3.387, 0.780], [1.273, -2.416, 4.087], [3.789, 0.218, -5.566], [-1.473, 4.105, -0.609], [1.043, -0.718, -1.631], [-2.750, -2.186, 1.779], [-0.886, 1.729, 7.574], [-2.473, -0.606, -0.028], [-1.134, -1.315, 5.746], [-0.070, -1.888, -2.396]],
  "nbo_charge": [2.096, -0.609, -0.515, -0.518, -0.872, -0.620, -0.707, -0.596, -0.420, 0.835, -0.263, -0.260, -0.610, -0.255, -0.022, 0.487, -0.389, -0.392, -0.320, -0.169, -0.405, -0.257, -0.265, -0.425, -0.415, -0.276, -0.431, -0.316, 0.834, -0.314, -0.251, -0.623, 0.182, 0.163, 0.223, 0.148, 0.242, 0.193, 0.251, 0.159, 0.183, 0.187, 0.188, 0.249, 0.194, 0.251, 0.247, 0.248, 0.267, 0.153, 0.232, 0.182, 0.029, 0.019, 0.169, 0.175, 0.244, 0.200, 0.155, 0.225, 0.246, 0.026, 0.160, 0.268, 0.209],
  "total_energy_ev": -39133.3083,
  "homo_energy_ev": [-0.6, -0.6],
  "relative_energy_kcal_mol": 0.0,
  "total_charge": -1,
  "homo_lumo_gap_ev": [3.1, 3.1]
}

---

Record 4
{
  "formula": "C24H59N5O2",
  "method": "ωB97M-V with the def2-TZVPD basis set",
  "species": ["O", "O", "N", "N", "N", "N", "N", "C", "C", "C", "C", "C", "C", "C", "C", "C", "C", "C", "C", "C", "C", "C", "C", "C", "C", "C", "C", "C", "C", "C", "C", "H", "H", "H", "H", "H", "H", "H", "H", "H", "H", "H", "H", "H", "H", "H", "H", "H", "H", "H", "H", "H", "H", "H", "H", "H", "H", "H", "H", "H", "H", "H", "H", "H", "H", "H", "H", "H", "H", "H", "H", "H", "H", "H", "H", "H", "H", "H", "H", "H", "H", "H", "H", "H", "H", "H", "H", "H", "H", "H"],
  "positions_angstrom": [[-17.165, -4.353, -1.795], [-19.794, 0.348, 7.821], [-18.313, 2.145, 7.903], [-25.862, -4.340, -0.815], [-19.171, -5.315, -1.678], [-17.223, 0.163, 2.753], [-12.382, 3.968, 7.921], [-25.217, -3.061, -0.494], [-19.229, 3.139, 7.410], [-11.871, 2.455, 5.990], [-25.666, -6.948, -1.005], [-18.061, -4.913, -2.317], [-27.369, -4.939, 1.213], [-16.530, -2.164, 3.066], [-17.102, 2.644, 2.935], [-11.152, 3.496, 8.645], [-17.502, -0.119, 8.321], [-18.017, -5.212, -3.824], [-12.759, 5.425, 8.218], [-12.229, 3.802, 6.467], [-27.247, -4.473, -0.273], [-16.791, 1.425, 2.049], [-18.642, 0.815, 7.984], [-19.343, -5.213, -0.226], [-16.610, -1.022, 2.060], [-14.104, 6.093, 7.617], [-19.527, 0.336, 1.655], [-25.112, -2.135, -1.711], [-11.045, 3.913, 10.143], [-18.656, -0.023, 2.903], [-25.068, -5.551, -0.603], [-14.503, 6.934, 8.185], [-27.026, -4.182, 1.919], [-12.784, 1.863, 5.926], [-19.643, 1.392, 1.413], [-25.551, -2.501, -2.640], [-11.812, 3.547, 10.826], [-18.421, -5.049, 0.333], [-25.711, -2.618, 0.371], [-15.597, -0.687, 1.837], [-11.213, 1.885, 6.646], [-19.981, 2.730, 6.734], [-27.752, -3.521, -0.436], [-20.515, -0.123, 1.652], [-19.815, 3.634, 8.185], [-17.568, 2.403, 8.534], [-17.413, -2.784, 3.215], [-24.188, -3.083, -0.136], [-27.773, -5.149, -0.947], [-17.099, 3.561, 2.347], [-18.087, 2.536, 3.390], [-24.170, -5.394, -1.202], [-24.114, -1.993, -2.125], [-11.393, 4.416, 6.132], [-17.050, -1.422, 1.147], [-16.476, 0.249, 8.339], [-18.768, -1.022, 3.325], [-11.081, 5.001, 10.097], [-19.003, -0.117, 0.814], [-24.719, -5.592, 0.429], [-11.829, 5.990, 8.164], [-14.827, 5.281, 7.689], [-19.901, -4.288, -0.077], [-19.888, -6.095, 0.110], [-10.312, 3.923, 8.097], [-10.157, 3.478, 10.602], [-12.992, 5.395, 9.282], [-15.716, 1.390, 1.869], [-13.983, 6.344, 6.563], [-17.039, -5.534, -4.182], [-13.035, 4.193, 5.846], [-18.853, 4.021, 6.892], [-17.548, -0.530, 9.330], [-11.267, 2.467, 5.083], [-11.302, 2.419, 8.570], [-25.621, -1.204, -1.462], [-16.419, 2.708, 3.782], [-25.523, -7.164, -2.063], [-26.745, -7.024, -0.869], [-17.462, -1.017, 7.705], [-18.338, -4.357, -4.419], [-18.793, -5.968, -3.941], [-28.412, -5.088, 1.492], [-17.136, 1.462, 1.015], [-15.913, -2.924, 2.586], [-19.808, -5.893, -2.207], [-16.282, -1.838, 4.076], [-25.274, -7.818, -0.477], [-18.971, 0.512, 3.798], [-26.908, -5.900, 1.441]],
  "mulliken_charge": [-0.594, -0.613, -0.140, 0.093, -0.167, 0.006, -0.076, -0.589, -0.940, -1.335, -1.199, 0.667, -1.002, -1.362, -1.184, -0.347, -1.072, -0.955, -0.617, -0.346, -0.950, -0.500, 0.637, -0.864, -0.336, -1.187, -1.097, -1.298, -1.333, -0.596, -0.663, 0.395, 0.297, 0.271, 0.274, 0.373, 0.323, 0.323, 0.449, 0.380, 0.342, 0.299, 0.472, 0.382, 0.364, 0.233, 0.331, 0.454, 0.412, 0.357, 0.263, 0.519, 0.337, 0.351, 0.274, 0.315, 0.388, 0.347, 0.304, 0.382, 0.450, 0.284, 0.263, 0.316, 0.372, 0.369, 0.364, 0.444, 0.294, 0.284, 0.371, 0.322, 0.310, 0.386, 0.324, 0.297, 0.287, 0.350, 0.278, 0.287, 0.239, 0.288, 0.401, 0.402, 0.417, 0.198, 0.323, 0.316, 0.242, 0.273],
  "total_energy_ev": -37387.0263,
  "smiles": "CCN(CC)CC.CCN(CC)CC.CCN(CC)CC.CNC(C)=O.CNC(C)=O",
  "homo_energy_ev": -8.1,
  "relative_energy_kcal_mol": 74.5,
  "total_charge": 0,
  "homo_lumo_gap_ev": 8.6
}

---

Record 5
{
  "formula": "C26H25As2Cl2F3NO8STi",
  "method": "ωB97M-V with the def2-TZVPD basis set",
  "species": ["As", "As", "Ti", "Cl", "Cl", "S", "F", "F", "F", "O", "O", "O", "O", "O", "O", "O", "O", "N", "C", "C", "C", "C", "C", "C", "C", "C", "C", "C", "C", "C", "C", "C", "C", "C", "C", "C", "C", "C", "C", "C", "C", "C", "C", "C", "H", "H", "H", "H", "H", "H", "H", "H", "H", "H", "H", "H", "H", "H", "H", "H", "H", "H", "H", "H", "H", "H", "H", "H", "H"],
  "positions_angstrom": [[3.438, -0.934, -1.102], [-0.202, -1.747, 0.498], [-0.928, 0.905, -0.121], [-4.070, 1.097, 4.295], [-3.033, 0.062, -0.889], [-2.035, 1.077, 1.906], [0.674, 6.919, -2.713], [-1.367, 7.488, -2.251], [-0.910, 6.532, -4.142], [2.661, 0.986, 1.501], [4.902, -3.099, 1.202], [0.166, -3.553, 2.303], [-0.791, -0.451, -2.739], [1.188, -1.518, -3.039], [2.323, -4.223, 2.285], [0.549, 1.402, 0.899], [4.090, -1.367, 2.315], [-1.071, 2.713, -1.056], [2.572, 1.701, 2.795], [-4.588, 0.545, 2.757], [-5.900, 0.124, 2.572], [-3.690, 0.531, 1.688], [2.801, -1.993, 0.507], [-0.160, -4.581, 3.292], [-1.299, 5.085, -0.923], [-0.809, 5.204, -2.214], [-0.609, 6.577, -2.848], [0.416, -0.924, -2.358], [1.814, 0.013, -0.520], [1.696, 0.856, 0.715], [1.453, -3.493, 1.928], [-6.332, -0.315, 1.332], [-5.464, -0.346, 0.245], [-0.609, 2.839, -2.324], [1.592, -2.427, 0.871], [-0.924, -3.132, -0.653], [3.993, -2.200, 1.458], [0.591, -0.469, -0.930], [-1.418, 3.829, -0.372], [-4.179, 0.079, 0.471], [-0.465, 4.063, -2.931], [-1.244, -0.770, -4.098], [4.864, 0.139, -0.324], [4.699, -4.098, 0.176], [0.469, -4.441, 4.167], [2.795, 2.746, 2.598], [3.338, 1.233, 3.402], [-0.366, 1.926, -2.854], [4.758, -3.645, -0.813], [-1.098, -3.991, -0.004], [4.888, 0.141, 0.760], [4.762, 1.153, -0.712], [-1.800, 3.689, 0.630], [5.516, -4.799, 0.301], [-0.702, -1.636, -4.464], [-1.055, 0.091, -4.735], [-2.307, -0.970, -4.024], [-1.875, -2.820, -1.080], [-5.791, -0.685, -0.729], [-1.592, 5.956, -0.353], [-0.212, -3.401, -1.431], [-1.206, -4.432, 3.530], [-6.579, 0.149, 3.414], [1.577, 1.567, 3.209], [-7.356, -0.638, 1.201], [-0.105, 4.129, -3.948], [5.792, -0.275, -0.717], [3.750, -4.607, 0.332], [0.013, -5.562, 2.858]],
  "nbo_charge": [1.127, 1.137, 1.269, 0.112, 0.160, 0.142, -0.291, -0.287, -0.289, -0.366, -0.446, -0.529, -0.547, -0.500, -0.509, -0.669, -0.551, -0.569, -0.259, -0.013, -0.181, -0.301, -0.263, -0.260, -0.145, 0.000, 0.964, 0.775, -0.128, 0.796, 0.760, -0.139, -0.238, 0.062, -0.470, -0.953, 0.782, -0.745, 0.068, 0.061, -0.192, -0.266, -0.986, -0.267, 0.228, 0.236, 0.263, 0.227, 0.184, 0.288, 0.272, 0.259, 0.246, 0.252, 0.242, 0.215, 0.218, 0.255, 0.261, 0.276, 0.261, 0.218, 0.272, 0.219, 0.266, 0.280, 0.278, 0.208, 0.221],
  "total_energy_ev": -234034.6230,
  "homo_energy_ev": -16.8,
  "relative_energy_kcal_mol": 29.4,
  "total_charge": 3,
  "homo_lumo_gap_ev": 5.4
}

---

Record 6
{
  "formula": "C3H3FO2",
  "method": "ωB97M-V with the def2-TZVPD basis set",
  "species": ["F", "O", "O", "C", "C", "C", "H", "H", "H"],
  "positions_angstrom": [[1.690, 1.382, -2.842], [-0.053, 1.620, -1.558], [-0.768, 0.592, 0.689], [-0.661, -0.417, 1.223], [1.151, 1.108, -1.634], [-0.323, -1.578, 1.598], [0.246, -2.035, 0.890], [-0.677, -2.228, 2.432], [-0.606, 1.555, -0.798]],
  "nbo_charge": [-0.353, -0.702, -0.514, 0.746, 0.507, -0.765, 0.270, 0.273, 0.538],
  "total_energy_ev": -9968.4828,
  "homo_energy_ev": -9.6,
  "relative_energy_kcal_mol": 71.0,
  "total_charge": 0,
  "homo_lumo_gap_ev": 10.1
}

---

Record 7
{
  "formula": "C4H9N2O",
  "method": "ωB97M-V with the def2-TZVPD basis set",
  "species": ["O", "N", "N", "C", "C", "C", "C", "H", "H", "H", "H", "H", "H", "H", "H", "H"],
  "positions_angstrom": [[-1.200, -0.050, -1.550], [-1.253, -0.495, -0.164], [1.110, -0.271, -0.850], [-0.126, 1.693, 0.172], [-0.190, 0.449, -0.759], [2.238, 0.083, -0.474], [-0.986, -1.716, 0.496], [-1.955, -2.158, 0.466], [-0.230, -2.446, 0.063], [0.456, 2.480, -0.196], [-1.815, 0.156, 0.284], [-1.097, 2.126, 0.401], [2.418, 0.941, 0.222], [3.111, -0.581, -0.625], [0.314, 1.205, 1.043], [-0.795, -1.416, 1.470]],
  "nbo_charge": [-0.220, -0.114, -0.489, -0.669, 0.563, 0.056, -0.441, 0.244, 0.290, 0.263, 0.417, 0.244, 0.161, 0.216, 0.238, 0.241],
  "total_energy_ev": -9309.9533,
  "smiles": "C=N[C@@]1(C)O[N@H+]1C",
  "homo_energy_ev": -14.3,
  "relative_energy_kcal_mol": 139.8,
  "total_charge": 1,
  "homo_lumo_gap_ev": 10.5
}

---

Record 8
{
  "formula": "H38O19",
  "method": "ωB97M-V with the def2-TZVPD basis set",
  "species": ["O", "O", "O", "O", "O", "O", "O", "O", "O", "O", "O", "O", "O", "O", "O", "O", "O", "O", "O", "H", "H", "H", "H", "H", "H", "H", "H", "H", "H", "H", "H", "H", "H", "H", "H", "H", "H", "H", "H", "H", "H", "H", "H", "H", "H", "H", "H", "H", "H", "H", "H", "H", "H", "H", "H", "H", "H"],
  "positions_angstrom": [[1.626, 0.887, -0.770], [2.291, 2.518, 1.779], [-0.721, -3.384, 2.525], [0.820, -4.658, 0.333], [1.391, 3.490, -1.359], [-2.713, 1.680, 0.268], [-0.087, 0.307, 4.341], [-4.496, -1.057, 0.024], [3.518, -2.822, 0.427], [3.737, -0.340, -1.169], [-3.652, 1.050, -2.675], [-1.512, -0.184, -1.569], [-2.340, 1.407, 3.979], [-0.826, -2.332, -0.043], [1.532, -1.817, -0.782], [3.021, 1.289, -3.192], [0.960, -0.352, 1.255], [-1.490, 1.207, -4.036], [-0.740, 3.295, 0.584], [-2.604, 1.649, 2.990], [1.973, 3.283, 2.446], [3.378, -3.634, 0.791], [-1.471, -3.895, 1.855], [-0.349, 2.526, 1.028], [-0.969, 0.777, -3.449], [-2.142, -0.815, -1.529], [1.178, 4.044, -0.595], [-1.390, 2.743, 0.098], [2.204, -1.956, -1.678], [3.927, -2.063, 0.899], [0.912, -1.067, 0.771], [-2.822, 1.070, -3.036], [-0.715, -2.509, 2.249], [-0.617, 0.120, 5.192], [0.140, -4.736, 0.983], [-4.868, -1.249, -0.912], [-3.353, 1.769, -0.491], [-3.938, -0.328, -0.240], [2.033, 0.862, 0.138], [0.643, 2.983, -1.290], [-0.027, -2.053, -0.612], [1.581, 1.890, -0.573], [4.198, -0.983, -0.607], [1.527, 1.924, 1.599], [2.840, -0.403, -1.053], [2.354, 1.525, -2.475], [-0.991, 1.747, -4.634], [-0.688, 0.838, 3.768], [-1.719, -1.982, -0.206], [-0.639, -0.451, -1.223], [1.632, -2.825, -0.514], [-2.001, 1.110, -0.139], [-3.782, 1.798, -2.200], [0.521, -0.264, 2.034], [0.736, -5.172, -0.374], [-3.034, 0.767, 4.187], [3.793, 1.493, -2.566]],
  "nbo_charge": [-1.018, -0.953, -0.937, -0.958, -0.912, -0.970, -0.985, -0.939, -0.993, -0.953, -0.945, -0.975, -0.958, -1.033, -1.028, -0.960, -0.971, -0.956, -0.954, 0.495, 0.493, 0.497, 0.464, 0.444, 0.486, 0.474, 0.489, 0.479, 0.536, 0.501, 0.488, 0.490, 0.478, 0.479, 0.500, 0.475, 0.479, 0.463, 0.502, 0.457, 0.503, 0.486, 0.459, 0.461, 0.485, 0.475, 0.496, 0.487, 0.475, 0.514, 0.538, 0.501, 0.437, 0.485, 0.465, 0.483, 0.476],
  "total_energy_ev": -39513.7543,
  "homo_energy_ev": -9.9,
  "relative_energy_kcal_mol": 210.9,
  "total_charge": 0,
  "homo_lumo_gap_ev": 9.7
}